Entry 1:
ORCA calculation (ωB97M-V/def2-TZVPD) on a cluster of 9 separate species, C8H26O8 in total at a distorted geometry.

SMILES   CCc1ccccc1.O.O.O.O.O.O.O.O
2S+1   1
F_max   3.85 eV Å⁻¹
Kohn-Sham gap   0.3312 Ha
LUMO   0.156 eV
E_HOMO   -8.858 eV
Total charge   0
Total energy   -922.2592 a.u.
Energy above the lowest of the compared OMol25 structures with the same formula, charge and spin   46.3 kcal per mole

Each line ends with the Mulliken charge.
Atoms and positions in Å:
C 0.25911 -1.77290 3.33600  -1.53
C -0.02818 -0.55821 2.39284  0.13
C 0.00517 -1.07786 0.90881  1.08
C 0.40976 -0.12659 -0.03090  -0.14
C 0.54754 -0.53374 -1.35526  -0.72
C 0.25555 -1.84706 -1.64374  -0.68
C -0.28449 -2.76281 -0.74776  -0.82
C -0.31849 -2.40812 0.60141  -0.67
H 0.98415 -1.39113 4.04890  0.37
H -0.67047 -2.14291 3.77277  0.35
H 0.65908 -2.64384 2.81549  0.44
H -0.91717 -0.10470 2.81050  0.03
H 0.86540 0.04625 2.30413  0.10
H 0.59955 0.85473 0.39619  0.07
H 0.83991 0.10113 -2.17997  0.59
H 0.48218 -2.26786 -2.62014  0.43
H -0.58848 -3.72874 -1.11929  0.45
H -0.85287 -3.00602 1.32196  0.47
O 0.70781 1.47967 4.11569  -0.62
H 0.09987 2.23516 4.20937  0.32
H 1.21962 1.95913 3.44322  0.30
O -1.21737 -1.40122 -4.00502  -0.63
H -0.69632 -0.72595 -4.47342  0.32
H -1.67733 -0.71530 -3.49896  0.31
O -3.30669 2.18211 2.53976  -0.65
H -2.49165 1.67046 2.48102  0.34
H -3.95449 1.48610 2.37713  0.32
O 0.05762 3.05236 -2.84136  -0.60
H 0.75378 2.88003 -3.48581  0.26
H 0.19960 3.94106 -2.50540  0.31
O -2.95400 0.16297 -0.77888  -0.70
H -2.38615 -0.60854 -0.62605  0.33
H -2.26187 0.82441 -0.59349  0.39
O -0.93828 2.79651 -0.68633  -0.67
H -0.02494 2.59120 -0.56947  0.36
H -1.37228 2.77430 -1.52759  0.34
O 2.71749 1.65009 -1.88461  -0.60
H 3.65220 1.75794 -2.08293  0.27
H 2.60793 0.82809 -1.40084  0.35
O 3.01871 -1.52781 -1.34384  -0.63
H 3.05639 -2.48017 -1.48762  0.31
H 2.94308 -1.44222 -0.38648  0.32

=====

Entry 2:
ORCA calculation (ωB97M-V/def2-TZVPD) on a structure of composition C11H23FGaO4S at a distorted geometry.

2S+1   1
F_max   2.09 eV Å⁻¹
Kohn-Sham gap   0.2679 Ha
LUMO   2.824 eV
E_HOMO   -4.466 eV
Total charge   -1
Total energy   -3156.6614 a.u.

Each line ends with the Mulliken charge.
Atoms and positions in Å:
C 1.71853 4.47986 -1.37404  -0.73
C 0.99209 3.49657 -0.77283  -0.40
C 1.23305 2.05324 -1.09059  -0.31
Ga 1.10011 0.78877 0.51103  0.30
S 3.35132 0.35654 1.19204  0.88
O 3.56948 -1.06697 1.32576  -0.62
O 3.68396 1.07471 2.40063  -0.62
F 4.39017 0.86379 0.03443  -0.27
H 2.79733 4.36745 -1.38739  0.28
H 1.24615 5.31796 -1.87448  0.23
H 0.21523 3.75255 -0.05375  0.34
H 0.58820 1.79585 -1.93247  0.08
H 2.25334 1.97453 -1.48544  0.33
H 0.38824 -0.57655 0.07367  -0.26
H 0.27073 1.48612 1.67501  -0.24
C 0.02122 -2.79410 4.00131  -0.40
C 0.08503 -2.41542 5.47759  -0.53
C -0.59242 -1.05029 5.47220  -0.41
O -1.54967 -1.07500 4.41212  -0.39
C -1.32719 -2.22422 3.59215  -0.40
H 0.10178 -3.86480 3.81679  0.33
H 0.82151 -2.29157 3.45445  0.16
H -0.49963 -3.12399 6.07175  0.26
H 1.09592 -2.38580 5.88169  0.33
H 0.12752 -0.25187 5.26627  0.26
H -1.10111 -0.82561 6.41198  0.26
H -2.13917 -2.93837 3.78169  0.26
H -1.35592 -1.93477 2.54147  0.27
C -2.55741 -0.25456 -4.99134  -0.53
C -1.59522 -1.29931 -4.43979  -0.56
C -0.35627 -0.46142 -4.16016  -0.37
O -0.81487 0.85499 -3.83000  -0.34
C -2.20235 0.96279 -4.14921  -0.46
H -3.60743 -0.53441 -4.91070  0.33
H -2.33585 -0.06120 -6.04420  0.25
H -1.98589 -1.71161 -3.50699  0.28
H -1.40276 -2.12587 -5.12299  0.33
H 0.28229 -0.38335 -5.04748  0.27
H 0.23767 -0.85395 -3.33469  0.25
H -2.77003 0.97545 -3.21226  0.28
H -2.37768 1.90383 -4.67321  0.26

=====

Entry 3:
ORCA calculation (ωB97M-V/def2-TZVPD) on an isolated molecule of C15H10O4S.

SMILES   CS(=O)(=O)c1ccc2c(c1)C(=O)c1ccccc1C2=O
2S+1   1
F_max   0.44 eV Å⁻¹
Kohn-Sham gap   0.3293 Ha
LUMO   -1.080 eV
E_HOMO   -10.040 eV
Total charge   0
Total energy   -1276.7509 a.u.

Each line ends with the Mulliken charge.
Atoms and positions in Å:
C -4.70243 1.03155 1.65991  -1.10
S -3.13063 0.80033 2.43059  1.41
O -2.80586 1.99785 3.16091  -0.65
O -3.15931 -0.46894 3.10613  -0.68
C -1.99656 0.66533 1.07620  0.22
C -1.91270 1.67615 0.12990  -0.41
C -0.98443 1.57698 -0.89025  -1.23
C -0.13594 0.47920 -0.93244  0.61
C -0.23844 -0.53935 0.01384  0.63
C -1.18569 -0.45594 1.02343  -0.80
C 0.69966 -1.70307 -0.08878  0.12
O 0.37003 -2.83068 0.20519  -0.54
C 2.06129 -1.34835 -0.59551  0.57
C 3.19345 -2.00876 -0.13835  -0.75
C 4.44164 -1.62164 -0.60685  -0.52
C 4.55060 -0.59457 -1.53659  -0.49
C 3.41942 0.05063 -2.01650  -0.78
C 2.17021 -0.32049 -1.53648  0.54
C 0.92416 0.36658 -1.98847  0.12
O 0.77705 0.80266 -3.10822  -0.55
H -4.83707 0.28419 0.88192  0.37
H -4.78850 2.04605 1.28141  0.37
H -5.41859 0.85367 2.46190  0.41
H -2.54915 2.54859 0.19607  0.36
H -0.89302 2.33875 -1.65202  0.47
H -1.29639 -1.23664 1.76317  0.57
H 3.07221 -2.81022 0.57825  0.47
H 5.32326 -2.13021 -0.24073  0.40
H 5.52769 -0.29395 -1.89014  0.40
H 3.50404 0.84429 -2.74747  0.46